ORCA calculation (ωB97M-V/def2-TZVPD) on a cluster of 2 separate species, C14H29NO2Si3 in total in a non-equilibrium geometry.

ORCA input file:
```
! wB97M-V def2-TZVPD RIJCOSX def2/J DEFGRID3
* xyz 0 1
C 4.85 -2.09 -3.30
Si 5.03 -2.70 -1.54
C 4.45 -4.48 -1.46
C 6.84 -2.66 -1.09
O 4.16 -1.76 -0.50
Si 2.60 -1.28 -0.22
C 2.52 -0.14 1.25
C 1.52 -2.77 0.12
C 1.91 -0.38 -1.71
H 3.81 -2.19 -3.64
H 5.49 -2.66 -3.97
H 5.13 -1.03 -3.37
H 4.48 -4.85 -0.44
H 5.08 -5.11 -2.08
H 3.42 -4.56 -1.82
H 7.00 -3.03 -0.07
H 7.24 -1.64 -1.14
H 7.42 -3.28 -1.78
H 2.89 -0.64 2.15
H 1.49 0.17 1.43
H 3.12 0.75 1.09
H 1.45 -3.42 -0.75
H 0.51 -2.46 0.39
H 1.93 -3.36 0.95
H 1.85 -1.04 -2.58
H 2.55 0.47 -1.98
H 0.91 0.00 -1.50
N -1.62 0.76 1.23
Si -1.70 2.53 1.13
C -2.87 3.31 2.42
C -4.05 3.92 1.68
O -3.95 5.08 1.29
C -5.32 3.16 1.39
C -5.46 1.80 1.52
C -6.66 1.20 1.19
C -7.73 1.92 0.73
C -7.60 3.30 0.62
C -6.41 3.90 0.95
H -0.99 0.47 0.49
H -2.54 0.41 0.97
H -0.34 3.06 1.32
H -2.16 2.93 -0.23
H -2.30 4.13 2.87
H -3.14 2.62 3.23
H -4.63 1.18 1.87
H -6.73 0.12 1.32
H -8.68 1.46 0.45
H -8.43 3.91 0.27
H -6.32 4.98 0.85
*
```

Results
Largest force on an atom   0.0260 hartree/bohr
Orbital gap   9.9 eV
Energy relative to the best compared isomer or geometry (same formula, charge and spin)   19.5 kJ/mol
SMILES   C[Si](C)(C)O[Si](C)(C)C.N[SiH2]CC(=O)c1ccccc1
DFT total energy   -44211.7366 eV

=====

ORCA calculation (ωB97M-V/def2-TZVPD) on a cluster of 2 separate species, C21H45BO2P in total in a non-equilibrium geometry.

ORCA input file:
```
! wB97M-V def2-TZVPD RIJCOSX def2/J DEFGRID3
* xyz 1 1
C 0.82 -7.73 -0.13
C 0.22 -7.21 -1.02
C -0.61 -6.52 -2.04
B -1.63 -5.62 -1.19
C -1.05 -4.32 -0.49
C -3.13 -6.10 -1.10
O -3.91 -5.34 -0.19
O -5.14 -5.99 0.03
H 1.18 -7.93 0.85
H 0.04 -5.87 -2.63
H -1.19 -7.23 -2.64
H 0.02 -4.24 -0.73
H -1.55 -3.38 -0.76
H -1.09 -4.37 0.61
H -3.58 -6.11 -2.11
H -3.11 -7.14 -0.71
H -5.00 -6.43 0.88
C 2.83 4.62 2.54
C 1.37 4.64 2.13
C 0.58 3.44 2.66
C 0.82 2.11 1.93
P 0.01 1.83 0.36
C -1.74 2.25 0.59
C -2.53 1.65 1.77
C -2.95 0.18 1.68
C -3.63 -0.23 0.37
C 0.03 0.09 -0.05
C 1.32 -0.70 -0.27
C 2.07 -0.47 -1.59
C 1.19 -0.45 -2.84
C 0.45 2.94 -0.99
C 1.80 3.00 -1.72
C 3.08 3.01 -0.87
C 3.76 4.38 -0.82
H 3.34 3.71 2.21
H 3.36 5.47 2.10
H 2.93 4.69 3.62
H 1.28 4.71 1.04
H 0.91 5.55 2.53
H -0.49 3.68 2.63
H 0.82 3.31 3.71
H 0.44 1.32 2.58
H 1.89 1.90 1.85
H -2.26 2.06 -0.35
H -1.76 3.33 0.72
H -3.45 2.24 1.86
H -1.98 1.80 2.70
H -3.65 -0.02 2.50
H -2.10 -0.48 1.88
H -4.57 0.30 0.24
H -3.84 -1.30 0.38
H -3.00 -0.03 -0.50
H -0.67 -0.09 -0.87
H -0.42 -0.39 0.82
H 1.06 -1.76 -0.23
H 2.01 -0.52 0.56
H 2.82 -1.26 -1.70
H 2.64 0.45 -1.52
H 0.74 -1.43 -3.02
H 1.79 -0.18 -3.71
H 0.39 0.29 -2.77
H 0.20 3.95 -0.65
H -0.30 2.74 -1.76
H 1.78 3.89 -2.36
H 1.85 2.17 -2.42
H 3.80 2.31 -1.30
H 2.88 2.65 0.15
H 4.14 4.65 -1.81
H 4.60 4.36 -0.14
H 3.07 5.16 -0.50
*
```

Results
Largest force on an atom   0.0229 hartree/bohr
Orbital gap   9.5 eV
DFT total energy   -36557.3966 eV

=====

ORCA calculation (ωB97M-V/def2-TZVPD) on a cluster of 6 separate species, C18H45Cl4N3O6 in total in a non-equilibrium geometry.

ORCA input file:
```
! wB97M-V def2-TZVPD RIJCOSX def2/J DEFGRID3
* xyz 0 1
C -1.15 -2.91 6.54
O 0.08 -3.52 6.85
C 0.96 -2.43 7.22
C 2.38 -2.97 7.53
C 3.39 -1.87 7.73
N 2.90 -3.65 6.35
H -1.61 -2.73 7.51
H -1.64 -3.67 5.92
H -1.13 -1.99 5.95
H 0.90 -1.60 6.53
H 0.48 -1.98 8.09
H 2.32 -3.67 8.37
H 3.14 -1.33 8.65
H 3.25 -1.12 6.96
H 4.45 -2.10 7.82
H 3.62 -4.29 6.66
H 2.14 -4.28 6.13
C 5.58 5.69 -2.39
O 5.46 4.33 -2.21
C 5.15 3.74 -0.97
C 4.71 2.30 -1.07
C 3.33 2.17 -1.73
N 4.66 1.67 0.18
H 4.74 6.25 -1.98
H 5.54 6.00 -3.44
H 6.57 6.04 -2.10
H 6.01 3.76 -0.31
H 4.34 4.32 -0.52
H 5.46 1.72 -1.60
H 2.50 2.65 -1.21
H 2.91 1.18 -1.88
H 3.20 2.62 -2.71
H 3.87 1.05 0.21
H 5.43 1.03 0.30
C -2.43 -6.38 -2.14
O -1.11 -6.27 -1.66
C -0.94 -5.12 -0.92
C 0.47 -5.10 -0.41
C 1.10 -6.37 0.12
N 0.55 -4.13 0.75
H -2.72 -5.46 -2.65
H -3.19 -6.66 -1.42
H -2.37 -7.18 -2.88
H -1.19 -4.19 -1.44
H -1.59 -5.14 -0.05
H 1.13 -4.87 -1.25
H 0.96 -7.12 -0.66
H 0.41 -6.72 0.90
H 2.11 -6.21 0.50
H 1.35 -4.13 1.37
H -0.11 -4.57 1.37
C -3.61 7.36 -2.47
C -2.71 6.84 -3.62
O -2.95 5.42 -3.73
C -2.48 4.70 -4.74
O -2.16 5.10 -5.84
O -2.25 3.45 -4.28
C -2.07 2.39 -5.23
H -3.38 8.28 -1.94
H -3.46 6.66 -1.65
H -4.66 7.36 -2.76
H -1.64 6.98 -3.47
H -2.96 7.42 -4.51
H -2.89 2.38 -5.95
H -2.20 1.46 -4.67
H -1.13 2.31 -5.76
Cl -2.20 2.24 2.06
C -3.06 1.45 0.62
Cl -4.46 0.51 1.26
H -3.41 2.08 -0.19
H -2.40 0.76 0.09
Cl -7.24 0.13 -4.53
C -8.16 -0.07 -6.03
Cl -7.96 1.21 -7.23
H -7.73 -0.96 -6.50
H -9.21 -0.24 -5.82
*
```

Results
Largest force on an atom   0.0616 hartree/bohr
Orbital gap   9.4 eV
Energy relative to the best compared isomer or geometry (same formula, charge and spin)   62.0 kJ/mol
SMILES   COC[C@H](C)N.COC[C@H](C)N.COC[C@H](C)N.CCOC(=O)OC.ClCCl.ClCCl
DFT total energy   -86236.4391 eV

=====

ORCA calculation (ωB97M-V/def2-TZVPD) on a structure of composition C38H46I2IrN2O3P3S2 in a non-equilibrium geometry.

ORCA input file:
```
! wB97M-V def2-TZVPD RIJCOSX def2/J DEFGRID3
* xyz 2 1
Ir 0.06 0.16 -0.15
N 2.72 1.40 -0.91
P 2.22 1.05 0.67
C 2.45 2.56 1.67
C 1.40 3.08 2.42
C 1.60 4.21 3.19
C 2.84 4.83 3.19
C 3.88 4.31 2.44
C 3.70 3.17 1.69
C 3.55 -0.02 1.27
C 3.91 0.00 2.61
C 4.91 -0.84 3.07
C 5.52 -1.73 2.19
C 5.15 -1.76 0.86
C 4.16 -0.92 0.39
P 1.50 1.21 -2.09
C 2.53 0.81 -3.53
C 2.99 1.81 -4.37
C 3.87 1.48 -5.39
C 4.26 0.17 -5.59
C 3.80 -0.83 -4.74
C 2.94 -0.51 -3.70
C 0.83 2.89 -2.35
C 0.08 3.15 -3.49
C -0.50 4.40 -3.66
C -0.34 5.38 -2.69
C 0.40 5.11 -1.55
C 0.97 3.87 -1.37
H 3.63 1.77 -1.15
H 0.43 2.59 2.40
H 0.80 4.60 3.79
H 2.99 5.72 3.78
H 4.84 4.80 2.45
H 4.52 2.74 1.14
H 3.42 0.68 3.29
H 5.21 -0.81 4.10
H 6.28 -2.41 2.56
H 5.64 -2.44 0.18
H 3.87 -0.93 -0.65
H 2.68 2.83 -4.23
H 4.25 2.27 -6.03
H 4.93 -0.08 -6.40
H 4.11 -1.85 -4.88
H 2.58 -1.28 -3.04
H -0.03 2.39 -4.25
H -1.08 4.60 -4.54
H -0.78 6.35 -2.84
H 0.53 5.88 -0.80
H 1.54 3.66 -0.48
O -1.84 -0.13 1.43
C -3.10 0.55 1.50
C -2.94 2.07 1.38
C -2.10 2.52 0.18
C -2.46 1.84 -1.11
C -3.61 2.18 -1.81
C -3.89 1.51 -2.99
C -2.99 0.57 -3.46
C -1.86 0.30 -2.72
N -1.62 0.90 -1.55
H -2.02 -1.08 1.53
H -3.56 0.33 2.47
H -3.76 0.19 0.70
H -2.48 2.47 2.29
H -3.94 2.49 1.31
H -1.03 2.30 0.38
H -2.20 3.60 0.06
H -4.26 2.95 -1.45
H -4.80 1.73 -3.54
H -3.15 0.05 -4.39
H -1.12 -0.41 -3.07
C -0.53 -1.59 6.56
C -0.99 -1.92 5.15
C -2.47 -2.23 5.09
O -0.22 -3.07 4.71
P 0.15 -3.36 3.21
S -1.44 -3.50 1.98
S 1.34 -1.78 2.54
O 0.93 -4.70 3.21
C 2.05 -5.16 4.03
C 1.60 -5.47 5.44
C 3.19 -4.16 3.99
H -1.06 -0.70 6.91
H 0.54 -1.40 6.59
H -0.75 -2.41 7.23
H -0.74 -1.09 4.47
H -2.72 -3.04 5.77
H -2.77 -2.52 4.09
H -3.04 -1.35 5.39
H 2.33 -6.09 3.52
H 1.39 -4.56 6.00
H 2.39 -6.02 5.95
H 0.71 -6.09 5.43
H 2.91 -3.24 4.49
H 3.47 -3.94 2.96
H 4.05 -4.59 4.50
I 0.87 -2.38 0.20
I 0.19 -2.97 -2.57
*
```

Results
Largest force on an atom   0.0604 hartree/bohr
Orbital gap (spin up / spin down)   4.6 / 4.7 eV
Energy relative to the best compared isomer or geometry (same formula, charge and spin)   263.6 kJ/mol
DFT total energy   -117842.0018 eV

=====

ORCA calculation (ωB97M-V/def2-TZVPD) on the molecule C14H15N3O2S.

ORCA input file:
```
! wB97M-V def2-TZVPD RIJCOSX def2/J DEFGRID3
* xyz 0 1
C -3.88 -1.13 -0.65
C -2.47 -1.31 -0.19
C -1.59 -2.08 -0.93
C -0.25 -2.19 -0.58
C 0.21 -1.53 0.56
C 1.64 -1.43 0.91
O 2.04 -1.33 2.05
C 2.65 -1.46 -0.24
S 2.08 -0.59 -1.73
C 1.22 0.72 -0.94
N 1.56 1.01 0.26
C 0.82 1.93 0.94
N 1.27 2.19 2.19
C -0.28 2.52 0.38
C -0.68 2.22 -0.95
O -1.65 2.62 -1.57
N 0.20 1.29 -1.59
C -0.70 -0.84 1.35
C -2.02 -0.69 0.99
C -2.95 0.14 1.81
H -4.08 -0.07 -0.85
H -4.59 -1.45 0.12
H -4.07 -1.69 -1.55
H -1.94 -2.58 -1.82
H 0.41 -2.78 -1.19
H 3.58 -1.02 0.10
H 2.83 -2.49 -0.55
H 0.70 2.71 2.82
H 1.96 1.56 2.56
H -0.88 3.22 0.93
H -0.05 1.01 -2.54
H -0.33 -0.36 2.25
H -3.83 -0.42 2.11
H -2.45 0.50 2.71
H -3.28 1.01 1.24
*
```

Results
Largest force on an atom   0.0145 hartree/bohr
Orbital gap   8.8 eV
Energy relative to the best compared isomer or geometry (same formula, charge and spin)   0.0 kJ/mol
SMILES   Cc1ccc(C(=O)CSc2nc(N)cc(=O)[nH]2)cc1C
DFT total energy   -34163.3010 eV

=====

ORCA calculation (ωB97M-V/def2-TZVPD) on a structure of composition H3PSSi in a non-equilibrium geometry.

ORCA input file:
```
! wB97M-V def2-TZVPD RIJCOSX def2/J DEFGRID3
* xyz 0 1
Si -0.10 -0.71 0.14
P 0.58 0.85 -1.35
S -0.30 2.95 0.12
H 0.60 -1.89 -0.32
H 0.83 -0.48 1.14
H -1.60 -0.72 0.27
*
```

Results
Largest force on an atom   0.0910 hartree/bohr
Orbital gap (spin up / spin down)   5.7 / 5.7 eV
Energy relative to the best compared isomer or geometry (same formula, charge and spin)   341.2 kJ/mol
DFT total energy   -28045.3608 eV